1.
Formula: C16H54F6N2O10P
Source: the OMol25 dataset
Level of theory: ωB97M-V with the def2-TZVPD basis set

LUMO: 2.45 eV
energy: -66525.136 eV
maximum force: 1.93 eV/A
HOMO-LUMO gap: 9.3523 eV
net charge: -1

Last column: Löwdin charge in e.
Cartesian coordinates (Å):
P -0.44017 -0.64643 -0.88538  0.192
F 1.18195 -0.41103 -0.95672  -0.179
F -0.66092 0.34026 -2.13622  -0.135
F -0.20905 -1.91761 -1.87562  -0.161
F -2.00452 -1.00118 -0.86522  -0.128
F -0.21922 -1.64715 0.39780  -0.175
F -0.56457 0.56330 0.16942  -0.140
C -2.20456 3.78076 2.01573  -0.066
C -0.92813 3.85912 1.19318  -0.304
O -1.30113 3.86887 -0.18177  -0.093
H -2.68525 2.81593 1.81632  0.059
H -2.90799 4.54775 1.69629  0.079
H -1.99496 3.81323 3.08209  0.070
H -0.27155 3.01770 1.42901  0.070
H -0.41464 4.80718 1.40146  0.113
H -0.50185 3.91799 -0.71965  0.070
C -5.32052 -1.39486 -0.25544  -0.086
C -4.85761 -2.70313 0.35401  -0.323
O -5.78680 -3.76515 0.17387  -0.088
H -6.25070 -1.05786 0.20881  0.075
H -5.56235 -1.53239 -1.31437  0.075
H -4.55887 -0.63017 -0.15119  0.034
H -4.68725 -2.56990 1.42283  0.107
H -3.88549 -2.97342 -0.07346  0.096
H -5.61596 -4.17351 -0.67862  0.074
C -1.40597 -4.89361 -1.57462  -0.077
C -1.04874 -5.18875 -3.02215  -0.320
O -2.15486 -5.81478 -3.68920  -0.084
H -0.53154 -4.93040 -0.92374  0.073
H -2.10129 -5.64463 -1.19645  0.074
H -1.86592 -3.91049 -1.50764  0.054
H -0.14100 -5.79170 -3.15608  0.098
H -0.77359 -4.26468 -3.54818  0.104
H -1.80100 -6.49168 -4.26826  0.068
C 2.52561 -4.80104 -4.06739  -0.097
C 2.17675 -3.65633 -3.14303  -0.315
O 1.87967 -2.52453 -3.97926  -0.095
H 3.41302 -4.46706 -4.62106  0.074
H 1.72293 -5.08317 -4.73692  0.066
H 2.93152 -5.64622 -3.50376  0.073
H 3.00793 -3.38991 -2.48621  0.113
H 1.27512 -3.84931 -2.55731  0.078
H 1.48778 -1.85653 -3.40484  0.051
C 4.36083 2.31812 -1.50324  -0.047
C 3.48603 3.21943 -0.66089  -0.446
C 3.81733 4.67865 -0.79893  -0.202
O 5.05537 5.08879 -0.22584  -0.185
C 5.12844 4.96485 1.16654  -0.125
N 2.04520 3.04152 -0.93839  0.072
H 4.33695 2.64039 -2.54964  0.084
H 3.96679 1.30140 -1.48250  0.076
H 5.39561 2.33449 -1.15860  0.080
H 3.58655 2.92579 0.38596  0.117
H 2.99332 5.24451 -0.34511  0.120
H 3.89681 4.93465 -1.85679  0.129
H 4.37168 5.58077 1.67265  0.091
H 6.11493 5.30457 1.47648  0.085
H 5.01101 3.93066 1.50412  0.077
H 1.71777 2.28846 -0.34638  0.048
H 1.89807 2.79700 -1.91061  0.071
C -1.50097 -1.34951 4.57200  -0.057
C -0.86228 0.03811 4.67229  -0.435
C 0.32064 0.17558 3.73542  -0.209
O 0.76126 1.51981 3.70134  -0.178
C 1.55189 1.81312 2.57593  -0.129
N -1.87762 1.09294 4.50113  0.051
H -1.65493 -1.65104 3.53328  0.063
H -2.47073 -1.30301 5.06283  0.080
H -0.86018 -2.07144 5.07687  0.076
H -0.55816 0.14103 5.72106  0.130
H 0.06365 -0.19034 2.73129  0.105
H 1.11447 -0.50575 4.09302  0.131
H 2.53943 1.34639 2.64760  0.092
H 1.66629 2.89950 2.53774  0.087
H 1.05696 1.47991 1.65707  0.055
H -1.35443 1.96442 4.45488  0.049
H -2.28128 0.99981 3.56853  0.034
O -3.11679 0.12165 1.78163  -0.061
H -2.46804 -0.51399 2.10089  0.008
H -2.80700 0.34824 0.89089  -0.013
O -3.18080 1.60192 -0.73426  -0.055
H -2.53770 1.35390 -1.40625  0.019
H -2.75588 2.33767 -0.27478  0.006
O 2.23975 -1.69263 1.67908  -0.068
H 2.25200 -1.30250 0.79787  0.007
H 1.48180 -2.28296 1.63747  0.021
O 0.70694 1.83095 -4.61776  -0.061
H 0.69414 1.39507 -3.75839  0.001
H 0.71058 1.10563 -5.24856  0.033

Cartesian forces (eV/Å) of the 2 atoms listed first:
0.59 -1.75 0.54
-0.03 0.38 0.03

2.
Formula: C27H52Cl16F5N5O11PS3
Source: the OMol25 dataset
Level of theory: ωB97M-V with the def2-TZVPD basis set

LUMO: -3.35 eV
energy: -314547.624 eV
maximum force: 3.00 eV/A
HOMO-LUMO gap: 7.9705 eV
net charge: +1

Last column: Löwdin charge in e.
Cartesian coordinates (Å):
C -0.27616 1.65302 3.61385  -0.101
C -1.40515 1.88050 2.60522  -0.192
N -1.23026 1.36960 1.21186  0.067
C -0.02956 1.09998 0.69839  -0.253
N 0.95432 2.10194 0.87405  -0.126
S 0.60828 3.84419 1.11329  0.665
C 1.83056 4.65429 0.13349  -0.105
O -0.65092 4.09283 0.47875  -0.259
O 0.73582 4.23597 2.47407  -0.235
S 2.64169 1.86816 0.96826  0.607
O 3.17300 1.96443 -0.33588  -0.203
O 3.10792 2.71414 2.00662  -0.189
F 2.60400 0.43492 1.50378  -0.069
N 0.33678 -0.08335 0.09797  0.069
C 1.10017 0.04541 -1.20090  -0.098
C 2.48612 -0.60462 -1.18136  -0.206
C 2.97590 -1.06503 -2.56284  -0.184
C 3.84499 -2.32597 -2.37715  -0.389
N 4.89146 -2.02406 -1.36862  0.006
C -0.86514 -0.97976 -0.07233  -0.235
C -0.79422 -2.29223 -0.92319  -0.285
C 0.49131 -2.89786 -1.46266  -0.004
F -1.66894 -2.22220 -2.01474  -0.013
S -0.96959 -1.79104 1.63490  0.844
O -0.75537 -0.88331 2.71360  -0.248
O -2.06989 -2.70884 1.69972  -0.252
C 0.55927 -2.88493 1.71478  -0.666
F 0.66928 -3.14191 3.00891  0.164
F 0.39500 -4.03029 1.07356  0.156
F 1.65328 -2.24656 1.30183  0.056
C -2.11029 -0.16512 -0.51239  -0.163
C -2.03747 0.31823 -1.97931  -0.138
P -3.46486 0.00340 -3.07489  0.423
O -3.99947 1.27814 -3.58968  -0.269
O -4.48952 -0.98159 -2.37293  -0.080
O -2.96390 -0.92982 -4.25789  -0.166
C -2.48287 0.97229 0.49754  -0.267
C -3.73361 0.60405 1.35760  -0.176
N -3.58358 -0.31171 2.47080  0.038
C -2.94489 2.32455 -0.13271  -0.090
C -4.32597 2.45604 -0.77079  -0.144
O -5.13727 3.26633 0.12265  -0.035
C -6.31987 2.70652 0.45289  -0.360
O -6.67460 2.56265 1.57650  0.121
H -0.10724 2.55945 4.18593  0.051
H -0.54943 0.88603 4.32716  0.038
H 0.67904 1.35378 3.19846  0.062
H -1.63423 2.94435 2.58053  0.016
H -2.29993 1.48625 3.06262  0.099
H 2.74783 4.76950 0.69687  0.080
H 1.37114 5.62044 -0.05793  0.094
H 1.97660 4.11850 -0.79859  0.078
H 0.55244 -0.46083 -1.98558  0.093
H 1.14912 1.07925 -1.54066  0.137
H 3.24408 0.07971 -0.83942  0.063
H 2.51954 -1.43387 -0.47843  0.082
H 3.63788 -0.32030 -3.00021  0.121
H 2.13512 -1.29931 -3.21384  0.059
H 4.32321 -2.64051 -3.29777  0.028
H 3.23217 -3.14315 -1.99222  -0.001
H 4.78336 -2.63496 -0.56657  -0.041
H 5.80711 -2.24878 -1.73462  0.070
H -1.26193 -3.08954 -0.34812  0.129
H 1.27683 -3.01998 -0.72921  0.045
H 0.81965 -2.37593 -2.35325  0.061
H 0.22344 -3.89685 -1.80246  0.115
H -2.91090 -0.90333 -0.47332  0.131
H -1.72465 1.34873 -2.09984  0.102
H -1.28015 -0.21704 -2.54960  0.080
H -4.81318 -0.69394 -1.51417  0.072
H -2.43003 -0.36319 -4.84590  -0.048
H -4.16310 1.53251 1.73323  0.119
H -4.48811 0.19795 0.68576  0.123
H -4.25073 -1.06771 2.44996  0.090
H -3.69215 0.14162 3.36513  0.088
H -2.19263 2.73780 -0.79146  0.103
H -2.97121 2.99841 0.71881  0.119
H -4.86066 1.53206 -0.97031  0.094
H -4.25539 2.98229 -1.71497  0.124
H -6.94006 2.41987 -0.40699  0.156
C -4.18525 -2.67489 -6.85174  -1.026
Cl -4.88362 -3.72504 -8.08433  0.529
Cl -3.05668 -1.49539 -7.54020  0.496
H -4.98320 -2.13178 -6.36125  0.027
H -3.64196 -3.28435 -6.14040  0.022
C 1.97622 1.33278 7.11286  -1.019
Cl 0.21024 1.28820 6.96013  0.540
Cl 2.73720 0.03537 6.17848  0.491
H 2.32667 2.28263 6.72683  0.030
H 2.24212 1.21575 8.16219  -0.088
C -1.26890 2.12564 -7.58794  -0.984
Cl 0.39316 2.57939 -7.94758  0.532
Cl -1.39882 1.29796 -6.02065  0.549
H -1.87895 3.01853 -7.54246  0.033
H -1.62580 1.45009 -8.35565  0.024
C 3.88844 -5.93015 -1.54846  -0.918
Cl 3.72231 -4.67121 -0.31117  0.606
Cl 4.60155 -5.31375 -3.04038  0.576
H 4.52981 -6.70698 -1.15166  0.033
H 2.90432 -6.32199 -1.77256  0.033
C 1.44561 -3.21571 -6.34718  -0.974
Cl 2.58433 -3.40037 -5.00992  0.591
Cl -0.03269 -2.40860 -5.81165  0.512
H 1.91179 -2.61850 -7.12078  0.033
H 1.18477 -4.19765 -6.72175  0.032
C 5.84698 -2.36986 2.60437  -0.992
Cl 4.10062 -2.65905 2.68093  0.547
Cl 6.66747 -3.63187 1.68385  0.523
H 6.01498 -1.41815 2.11566  0.026
H 6.24187 -2.35651 3.61263  0.029
C -2.65443 6.01999 3.51599  -0.992
Cl -4.34154 6.51516 3.44398  0.539
Cl -2.46198 4.40663 4.23178  0.599
H -2.25626 5.98629 2.50847  0.019
H -2.10453 6.72494 4.12666  0.030
C 4.28867 -0.21236 10.41547  -0.987
Cl 3.38798 1.29380 10.14381  0.561
Cl 5.40977 -0.56503 9.10171  0.512
H 4.85341 -0.10157 11.33235  0.026
H 3.57571 -1.02309 10.49590  0.029

Cartesian forces (eV/Å) of the 2 atoms listed first:
0.00 -0.11 0.19
0.45 1.47 0.42

3.
Formula: C2H9OS
Source: the OMol25 dataset
Level of theory: ωB97M-V with the def2-TZVPD basis set

LUMO: -8.15 eV
energy: -15091.795 eV
maximum force: 2.78 eV/A
HOMO-LUMO gap: 6.7406 eV
net charge: +1

Last column: Löwdin charge in e.
Cartesian coordinates (Å):
O -2.17990 -2.63767 3.05021  -0.053
H -2.85003 -2.26287 2.47922  -0.070
H 25.56402 8.00063 -8.26819  0.000
H -2.30803 -3.59648 2.95474  0.054
C -6.16315 -0.44332 1.47680  -0.093
C -4.82799 -0.92762 1.16388  -0.305
S -4.64785 -2.59399 0.76811  1.005
H -6.14792 0.44892 2.10937  0.110
H -6.67965 -1.20078 2.08602  0.116
H -6.78625 -0.24220 0.59548  0.144
H 25.26385 8.20554 -8.91874  0.000
H -3.97893 -0.25946 1.02182  0.115
H -4.25817 -2.49071 -0.51873  -0.024

Cartesian forces (eV/Å) of the 2 atoms listed first:
-0.11 -0.47 -0.06
0.13 0.05 0.03

4.
Formula: C6H7BS
Source: the OMol25 dataset
Level of theory: ωB97M-V with the def2-TZVPD basis set

LUMO (alpha / beta): -0.29 / -2.04 eV
energy: -17842.984 eV
maximum force: 4.00 eV/A
HOMO-LUMO gap (alpha / beta): 9.2364 / 6.9851 eV

Last column: Löwdin charge in e.
Cartesian coordinates (Å):
B -2.82277 -0.87871 -0.45430  -0.625
C 1.83064 -0.46039 -0.10795  -0.124
C 1.65076 -0.17549 1.20017  -0.071
C 1.16833 0.10860 -1.17955  -0.067
C 0.63602 0.77449 1.52789  -0.061
C 0.12624 0.96577 -0.83465  -0.162
C -0.11291 1.19007 0.46202  -0.013
S -3.38569 0.68837 -0.00866  0.669
H -3.54514 -1.84588 -0.80018  0.002
H -1.62607 -0.91191 -0.22182  -0.026
H 2.54850 -1.24832 -0.22643  0.101
H 2.13376 -0.64580 1.98530  0.084
H 1.48016 -0.09161 -2.19002  0.106
H 0.32068 1.01171 2.47469  0.071
H -0.40251 1.51911 -1.62651  0.116

Cartesian forces (eV/Å) of the 2 atoms listed first:
-0.16 -0.80 0.29
1.48 -1.59 -0.71

5.
Formula: C6H24NO7
Source: the OMol25 dataset
Level of theory: ωB97M-V with the def2-TZVPD basis set

LUMO: -3.47 eV
energy: -22422.817 eV
maximum force: 11.25 eV/A
HOMO-LUMO gap: 9.8566 eV
net charge: +1

Last column: Löwdin charge in e.
Cartesian coordinates (Å):
C -0.04117 1.88140 1.21381  -0.232
O 0.56313 0.67194 1.46875  -0.112
C 0.01318 2.44795 -0.26504  -0.111
C -0.38351 1.46390 -1.44416  -0.127
C 0.08368 0.07871 -1.29718  -0.258
C -0.68193 -0.99551 -1.14893  0.100
C 2.09700 -0.91154 -0.12394  0.179
N 1.54815 -0.22915 -1.06705  0.103
H -1.09597 1.84050 1.46183  0.095
H 0.51641 2.46721 1.95966  0.139
H 0.29764 -0.19648 1.25374  0.026
H -0.72568 3.22806 -0.44195  0.115
H 1.10253 2.70662 -0.33554  0.107
H -1.46873 1.37527 -1.24934  0.125
H -0.01676 2.01174 -2.34428  0.128
H -0.26394 -1.93397 -0.88436  0.042
H -1.67317 -1.34489 -1.30583  0.093
H 1.27319 -1.18663 0.71391  0.159
H 3.03549 -1.12037 -0.19473  0.068
H 2.11356 -0.08541 -1.96822  0.162
H 3.00043 1.82322 1.85318  0.045
H 2.01808 1.51246 0.86835  -0.040
O 2.92130 1.85625 0.90839  -0.048
H 1.20609 -4.39845 -0.41833  0.098
H 0.64884 -3.73014 0.94459  0.016
O 1.29621 -3.64216 0.24341  -0.091
H -2.70586 -0.52743 1.42947  -0.050
H -2.65516 -1.05833 2.67338  0.113
O -2.17091 -1.13582 1.81903  -0.020
H -3.95402 1.63090 2.30429  0.151
H -3.72628 1.18466 0.74420  0.025
O -3.45507 1.03835 1.61586  -0.050
H 2.47284 1.49556 -3.73628  -0.052
H 1.73677 0.21010 -4.28881  0.078
O 2.01473 0.81071 -3.62438  0.090
H -1.49891 -2.31069 0.94778  0.001
H -2.00303 -3.68642 1.15800  0.028
O -1.43916 -3.24215 0.55674  -0.096

Cartesian forces (eV/Å) of the 2 atoms listed first:
-2.33 1.01 -0.70
2.53 -0.20 1.02